A structure of composition C32H26F3IrN2OP at a distorted geometry, computed with wB97M-V/def2-TZVPD.

ORCA input file:
```
! wB97M-V def2-TZVPD RIJCOSX def2/J DEFGRID3
* xyz 1 5
Ir -18.056 -3.826 5.862
O -19.522 -4.387 8.363
N -18.275 -4.081 7.812
C -17.298 -4.243 8.848
C -15.993 -3.788 8.875
C -15.239 -4.060 10.017
C -14.018 -3.571 10.255
C -13.463 -2.624 9.370
C -14.122 -2.429 8.116
C -15.327 -2.971 7.898
P -15.946 -2.833 6.163
C -14.688 -3.502 4.962
C -14.790 -4.781 4.418
C -13.699 -5.288 3.737
C -12.548 -4.531 3.560
C -12.517 -3.197 4.048
C -13.559 -2.711 4.827
C -16.113 -1.072 5.928
C -16.496 -0.189 6.937
C -16.720 1.163 6.699
C -16.577 1.651 5.408
C -16.213 0.806 4.373
C -16.021 -0.531 4.613
H -20.232 -3.924 7.885
H -17.689 -4.861 9.611
H -15.639 -4.821 10.710
H -13.513 -3.875 11.164
H -12.526 -2.079 9.628
H -13.632 -1.851 7.309
H -15.722 -5.339 4.636
H -13.788 -6.325 3.431
H -11.656 -4.987 3.183
H -11.592 -2.665 3.852
H -13.564 -1.717 5.298
H -16.636 -0.571 7.944
H -16.908 1.854 7.527
H -16.677 2.717 5.290
H -16.076 1.134 3.372
H -15.636 -1.089 3.777
N -17.857 -3.485 3.757
C -18.895 -4.186 2.883
C -19.392 -3.594 1.770
C -20.190 -4.384 0.921
C -20.481 -5.715 1.163
C -19.988 -6.249 2.359
C -19.120 -5.531 3.225
C -18.363 -6.229 4.253
C -17.967 -7.526 3.956
C -17.324 -8.372 4.877
C -17.225 -8.008 6.188
C -17.618 -6.707 6.546
C -18.050 -5.831 5.578
H -18.071 -2.487 3.645
H -16.893 -3.608 3.400
H -19.245 -2.512 1.555
H -20.642 -3.861 0.124
H -21.073 -6.358 0.570
H -20.262 -7.244 2.633
H -17.976 -7.864 2.896
H -16.898 -9.246 4.528
H -16.633 -8.567 6.934
H -17.517 -6.361 7.605
F -19.291 -1.056 6.273
C -19.653 -2.310 5.921
F -20.754 -2.596 6.660
F -20.147 -2.132 4.642
*
```

Results
highest occupied orbital energy (alpha / beta)	-9.725 / -11.310	eV
strongest force on any atom	3.2	eV/A
total energy	-2164.65897	Eh
LUMO level (alpha / beta)	-0.0877 / -0.1987	hartree
orbital gap (alpha / beta)	7.340 / 5.903	eV

=====

A structure of composition C32H26F3N2O4SSbZr at a distorted geometry, computed with wB97M-V/def2-TZVPD.

ORCA input file:
```
! wB97M-V def2-TZVPD RIJCOSX def2/J DEFGRID3
* xyz 2 1
Zr -14.956 -1.375 13.773
C -13.024 -5.893 19.733
C -13.076 -4.751 18.774
C -14.228 -3.947 18.759
C -14.402 -2.885 17.863
C -13.173 -2.396 17.276
C -12.023 -3.188 17.343
C -11.996 -4.404 17.995
S -13.159 -1.153 16.065
O -12.168 -0.184 16.371
O -14.563 -0.589 15.872
N -13.011 -1.973 14.679
C -12.323 -1.710 13.499
C -10.935 -1.690 13.284
C -10.476 -1.651 11.966
C -11.398 -1.453 10.943
C -12.690 -1.129 11.258
N -13.142 -1.334 12.496
H -13.803 -6.669 19.585
H -13.302 -5.588 20.740
H -12.029 -6.365 19.728
H -14.902 -4.069 19.575
H -15.320 -2.321 17.778
H -11.113 -2.872 16.766
H -11.147 -5.097 18.083
H -10.226 -1.948 14.106
H -9.402 -1.650 11.739
H -11.092 -1.443 9.896
H -13.534 -0.751 10.593
F -19.205 -0.341 12.298
C -18.135 0.103 11.543
F -18.203 1.405 11.364
F -18.170 -0.542 10.280
C -16.866 -0.415 12.294
O -16.746 -0.255 13.585
O -15.922 -1.051 11.734
C -11.800 -12.609 13.063
C -11.181 -11.913 14.074
C -11.063 -10.545 13.974
C -11.390 -9.939 12.778
C -12.058 -10.602 11.776
C -12.266 -11.976 11.950
Sb -11.105 -7.807 12.560
C -11.477 -7.632 10.462
C -10.514 -7.466 9.454
C -10.860 -7.036 8.168
C -12.230 -6.887 7.823
C -13.205 -7.088 8.775
C -12.825 -7.361 10.119
C -15.892 -3.174 13.761
C -14.998 -4.289 13.670
C -15.605 -5.522 13.459
C -16.987 -5.671 13.265
C -17.780 -4.538 13.410
C -17.245 -3.281 13.620
H -12.034 -13.646 13.198
H -10.785 -12.386 14.957
H -10.714 -9.967 14.791
H -12.335 -10.132 10.828
H -12.791 -12.522 11.177
H -9.506 -7.769 9.665
H -10.056 -6.787 7.473
H -12.446 -6.600 6.767
H -14.255 -6.948 8.577
H -13.607 -7.249 10.868
H -13.904 -4.256 13.594
H -14.977 -6.417 13.337
H -17.478 -6.611 12.976
H -18.811 -4.584 13.374
H -18.076 -2.474 13.647
*
```

Results
highest occupied orbital energy	-13.832	eV
strongest force on any atom	3.3	eV/A
total energy	-2629.98813	Eh
ΔE to the lowest compared entry with this formula, charge and spin	0.743	eV
LUMO level	-0.3129	hartree
orbital gap	5.318	eV

=====

A structure of composition C32H26I2MoN6O2S, computed with wB97M-V/def2-TZVPD.

ORCA input file:
```
! wB97M-V def2-TZVPD RIJCOSX def2/J DEFGRID3
* xyz 1 2
Mo 0.022 0.330 0.373
C -1.363 2.098 -1.711
N -0.186 1.211 -1.847
C 1.045 1.991 -2.066
C 1.366 2.872 -0.900
C 2.108 4.034 -1.030
C 2.393 4.771 0.107
C 1.909 4.333 1.330
C 1.163 3.170 1.370
N 0.898 2.447 0.276
C -0.411 0.373 -3.076
C 0.166 -1.013 -3.050
C 1.351 -1.330 -3.696
C 1.816 -2.635 -3.622
C 1.072 -3.564 -2.915
C -0.115 -3.153 -2.324
N -0.571 -1.906 -2.392
C -2.495 1.246 -1.224
C -3.803 1.384 -1.644
C -4.752 0.489 -1.169
C -4.359 -0.525 -0.316
C -3.025 -0.602 0.054
N -2.119 0.278 -0.375
H -1.629 2.581 -2.659
H -1.141 2.879 -0.984
H 0.964 2.590 -2.980
H 1.851 1.268 -2.202
H 2.455 4.342 -2.007
H 2.979 5.677 0.038
H 2.098 4.877 2.244
H 0.765 2.800 2.305
H -0.018 0.938 -3.927
H -1.484 0.276 -3.229
H 1.900 -0.572 -4.240
H 2.738 -2.919 -4.112
H 1.388 -4.595 -2.832
H -0.727 -3.858 -1.774
H -4.067 2.170 -2.339
H -5.785 0.577 -1.480
H -5.056 -1.260 0.060
H -2.668 -1.380 0.712
O 1.619 -0.431 -0.722
N 2.142 -1.594 -0.267
C 3.422 -1.821 -0.623
C 4.044 -2.987 -0.270
C 3.318 -3.925 0.468
C 2.021 -3.659 0.827
C 1.402 -2.454 0.464
S -0.216 -2.045 0.895
H 3.871 -1.018 -1.185
H 5.071 -3.148 -0.558
H 3.781 -4.854 0.769
H 1.445 -4.361 1.413
I 3.833 -0.626 3.844
C 1.897 0.019 4.169
C 1.421 0.184 5.489
C 0.157 0.637 5.751
I -0.439 0.872 7.724
C -0.723 0.932 4.670
C -2.033 1.440 4.799
C -2.762 1.722 3.679
C -2.208 1.472 2.413
N -1.004 0.961 2.248
C -0.250 0.705 3.367
C 1.086 0.292 3.093
O 1.452 0.235 1.840
H 2.090 -0.047 6.308
H -2.442 1.616 5.785
H -3.759 2.134 3.743
H -2.779 1.699 1.523
*
```

Results
highest occupied orbital energy (alpha / beta)	-9.312 / -9.394	eV
strongest force on any atom	0.7	eV/A
total energy	-2775.70000	Eh
ΔE to the lowest compared entry with this formula, charge and spin	0.000	eV
LUMO level (alpha / beta)	-0.0924 / -0.1057	hartree
orbital gap (alpha / beta)	6.797 / 6.518	eV

=====

A structure of composition C32H26IrN8O2Se at a distorted geometry, computed with wB97M-V/def2-TZVPD.

ORCA input file:
```
! wB97M-V def2-TZVPD RIJCOSX def2/J DEFGRID3
* xyz 2 2
Ir 0.363 1.584 -0.066
O -0.387 3.524 0.182
C -1.108 3.868 1.178
C -2.010 4.953 1.043
C -2.858 5.316 2.063
C -2.832 4.624 3.284
C -1.937 3.599 3.483
C -1.036 3.191 2.470
C -0.073 2.211 2.764
N 0.741 1.616 1.890
N 1.729 0.880 2.307
C 2.469 0.287 1.360
O 2.302 0.574 0.133
C 3.402 -0.750 1.761
C 4.187 -1.348 0.763
C 4.879 -2.507 1.033
C 4.823 -3.068 2.306
C 4.091 -2.448 3.315
C 3.395 -1.284 3.058
H -2.017 5.472 0.096
H -3.549 6.135 1.921
H -3.522 4.906 4.064
H -1.924 3.070 4.426
H 0.036 1.901 3.798
H 4.204 -0.894 -0.215
H 5.454 -2.985 0.256
H 5.364 -3.981 2.506
H 4.071 -2.881 4.302
H 2.816 -0.796 3.828
Se -4.834 2.286 -5.783
N -3.063 2.240 -5.661
C -2.717 2.024 -4.414
C -1.364 1.903 -3.959
C -0.277 1.992 -4.818
C 1.008 1.903 -4.301
C 1.161 1.734 -2.933
N 0.138 1.645 -2.092
C -1.138 1.711 -2.567
C -2.228 1.602 -1.659
N -1.959 1.441 -0.345
C -2.933 1.385 0.538
C -4.277 1.461 0.184
C -4.605 1.582 -1.156
C -3.585 1.671 -2.100
C -3.827 1.889 -3.491
N -5.015 1.985 -4.046
H -0.465 2.129 -5.870
H 1.869 1.966 -4.944
H 2.146 1.672 -2.490
H -2.642 1.264 1.571
H -5.042 1.416 0.938
H -5.634 1.613 -1.483
N -0.088 -0.670 0.015
C 0.201 -1.796 0.019
N 0.474 -3.049 0.018
C 0.801 -3.744 -1.221
C 1.944 -4.730 -0.990
C 1.636 -5.659 0.179
C 1.347 -4.832 1.427
C 0.166 -3.901 1.159
H 1.074 -3.012 -1.984
H -0.086 -4.290 -1.566
H 2.864 -4.180 -0.786
H 2.081 -5.302 -1.907
H 2.479 -6.326 0.354
H 0.776 -6.287 -0.053
H 2.228 -4.244 1.695
H 1.090 -5.478 2.266
H -0.056 -3.281 2.029
H -0.718 -4.505 0.923
*
```

Results
highest occupied orbital energy (alpha / beta)	-13.418 / -13.758	eV
strongest force on any atom	4.5	eV/A
total energy	-4328.78419	Eh
ΔE to the lowest compared entry with this formula, charge and spin	3.057	eV
LUMO level (alpha / beta)	-0.2523 / -0.2949	hartree
orbital gap (alpha / beta)	6.551 / 5.735	eV

=====

A structure of composition C32H27As2CoF5N2O8Se at a distorted geometry, computed with wB97M-V/def2-TZVPD.

ORCA input file:
```
! wB97M-V def2-TZVPD RIJCOSX def2/J DEFGRID3
* xyz 0 2
Co 1.460 1.279 -0.931
C -2.928 4.842 -2.071
C -2.445 5.240 -0.827
C -1.356 4.607 -0.262
C -0.721 3.546 -0.930
C -1.220 3.146 -2.165
C -2.307 3.793 -2.733
N 0.408 2.889 -0.357
N 0.787 3.443 0.769
C 1.876 2.846 1.311
C 2.367 3.310 2.551
C 3.466 2.696 3.085
C 4.090 1.623 2.402
C 3.602 1.161 1.190
C 2.482 1.758 0.609
H -3.780 5.344 -2.517
H -2.925 6.052 -0.292
H -0.986 4.909 0.704
H -0.790 2.319 -2.697
H -2.663 3.472 -3.705
H 1.875 4.139 3.049
H 3.864 3.036 4.035
H 4.960 1.145 2.842
H 4.087 0.312 0.721
C 1.579 -1.667 4.295
O 0.452 -1.025 3.659
C 0.607 -0.797 2.357
O 1.614 -1.075 1.778
C -0.573 -0.085 1.725
C -1.795 -0.243 2.250
As -2.186 -2.077 2.825
C -3.905 -2.136 1.849
C -1.092 -2.830 1.275
C -0.656 -2.212 0.170
As -0.421 -0.246 -0.241
C -2.185 0.071 -0.992
C -0.083 -3.083 -0.918
O -0.263 -4.268 -1.020
O 0.603 -2.356 -1.806
C 1.185 -3.070 -2.912
C -0.501 -4.195 1.606
O 0.655 -4.238 1.925
O -1.245 -5.302 1.661
C -2.596 -5.280 1.194
C -2.833 0.802 1.977
O -2.656 1.801 1.342
O -3.964 0.577 2.652
C -4.955 1.620 2.543
H 1.303 -1.774 5.337
H 2.464 -1.043 4.193
H 1.761 -2.634 3.838
H -4.692 -1.887 2.557
H -4.082 -3.128 1.450
H -3.928 -1.417 1.034
H -2.932 -0.562 -0.522
H -2.113 -0.177 -2.050
H -2.457 1.114 -0.880
H 1.793 -2.344 -3.441
H 0.404 -3.455 -3.564
H 1.789 -3.897 -2.552
H -2.882 -6.316 1.055
H -2.673 -4.754 0.242
H -3.252 -4.835 1.935
H -5.809 1.281 3.120
H -5.233 1.780 1.505
H -4.571 2.554 2.947
F 6.269 -1.689 -4.674
C 5.139 -1.041 -4.396
C 4.300 -0.639 -5.414
F 4.633 -0.911 -6.675
C 3.130 0.040 -5.126
F 2.361 0.422 -6.143
C 2.760 0.325 -3.819
Se 1.220 1.325 -3.364
C 3.618 -0.119 -2.836
F 3.275 0.110 -1.549
C 4.801 -0.774 -3.087
F 5.610 -1.153 -2.096
*
```

Results
highest occupied orbital energy (alpha / beta)	-7.657 / -7.762	eV
strongest force on any atom	3.1	eV/A
total energy	-10701.92160	Eh
ΔE to the lowest compared entry with this formula, charge and spin	1.733	eV
LUMO level (alpha / beta)	-0.0453 / -0.0453	hartree
orbital gap (alpha / beta)	6.423 / 6.529	eV

=====

A structure of composition C32H27BrCl3KN3O5 at a distorted geometry, computed with wB97M-V/def2-TZVPD.

ORCA input file:
```
! wB97M-V def2-TZVPD RIJCOSX def2/J DEFGRID3
* xyz -1 1
K 1.363 1.069 -0.084
Cl 7.541 0.024 4.144
C 5.920 0.265 3.522
C 5.726 0.502 2.173
C 4.445 0.683 1.693
Cl 4.243 1.028 -0.011
C 3.264 0.637 2.499
O 2.093 0.789 2.044
C 3.567 0.413 3.879
Cl 2.220 0.356 4.995
C 4.838 0.225 4.383
H 6.568 0.552 1.495
H 4.981 0.050 5.441
Br -3.033 7.144 0.304
C -2.792 5.462 -0.564
C -3.886 4.863 -1.166
C -3.704 3.640 -1.802
C -2.452 3.043 -1.828
C -1.369 3.651 -1.205
C -1.540 4.874 -0.566
C -0.001 2.964 -1.200
O 0.827 3.376 -0.353
O 0.143 2.016 -2.002
H -4.854 5.345 -1.142
H -4.549 3.165 -2.289
H -2.273 2.110 -2.347
H -0.693 5.325 -0.067
C -1.242 2.425 2.657
O -2.074 1.577 1.860
C -1.917 0.236 1.989
C -1.033 -0.394 2.848
C -0.939 -1.782 2.834
C -1.728 -2.543 1.987
C -2.617 -1.909 1.128
C -2.693 -0.531 1.123
N -3.571 0.157 0.245
C -3.749 0.001 -1.060
C -2.964 -0.579 -2.044
C -3.583 -0.718 -3.336
C -2.898 -1.143 -4.419
C -1.500 -1.425 -4.286
C -0.849 -1.272 -3.111
C -1.530 -0.827 -1.907
O -0.894 -0.613 -0.862
H -1.466 2.289 3.718
H -1.480 3.439 2.354
H -0.186 2.224 2.483
H -0.362 0.183 3.466
H -0.217 -2.260 3.484
H -1.648 -3.622 1.984
H -3.230 -2.473 0.435
H -4.098 0.903 0.676
H -4.679 0.449 -1.404
H -4.637 -0.470 -3.424
H -3.384 -1.238 -5.381
H -0.944 -1.740 -5.162
H 0.218 -1.436 -3.029
C 0.140 -4.503 -1.381
C 1.378 -3.700 -1.148
C 2.717 -4.025 -1.225
C 3.405 -2.835 -0.899
N 2.555 -1.856 -0.634
N 1.334 -2.406 -0.787
C 4.882 -2.600 -0.820
H 0.388 -5.430 -1.896
H -0.576 -3.953 -1.996
H -0.355 -4.757 -0.441
H 3.141 -4.986 -1.475
H 0.505 -1.817 -0.696
H 5.424 -3.544 -0.888
H 5.144 -2.114 0.121
H 5.220 -1.950 -1.628
*
```

Results
highest occupied orbital energy	-4.498	eV
strongest force on any atom	1.7	eV/A
total energy	-6330.76546	Eh
ΔE to the lowest compared entry with this formula, charge and spin	1.056	eV
LUMO level	0.0583	hartree
orbital gap	6.085	eV

=====

A structure of composition C32H27F2N5O4S2V, computed with wB97M-V/def2-TZVPD.

ORCA input file:
```
! wB97M-V def2-TZVPD RIJCOSX def2/J DEFGRID3
* xyz 0 2
V 0.181 0.109 -0.194
C 4.156 -0.440 2.864
S 3.106 0.046 4.248
C 1.718 0.761 3.448
S 0.422 1.145 4.478
N 1.832 0.818 2.133
N 0.754 1.217 1.409
C 0.003 2.204 1.762
C -1.188 2.454 0.955
C -2.106 3.450 1.249
C -3.226 3.575 0.446
C -3.399 2.705 -0.620
C -2.437 1.737 -0.852
N -1.360 1.620 -0.083
H 5.001 -0.966 3.308
H 4.510 0.430 2.317
H 3.619 -1.100 2.187
H 0.248 2.828 2.608
H -1.938 4.096 2.099
H -3.962 4.340 0.653
H -4.263 2.768 -1.265
H -2.522 1.031 -1.668
O -0.025 -1.130 -1.966
C 1.006 -2.122 -2.076
C 1.919 -1.937 -0.844
O 2.663 -2.775 -0.424
O 1.801 -0.716 -0.324
C 1.858 -1.821 -3.304
C 3.033 -2.539 -3.512
C 3.810 -2.292 -4.631
C 3.423 -1.328 -5.553
C 2.254 -0.613 -5.347
C 1.471 -0.857 -4.225
C 0.370 -3.500 -2.104
C 0.171 -4.175 -3.301
C -0.522 -5.379 -3.320
C -1.025 -5.911 -2.145
C -0.827 -5.241 -0.943
C -0.130 -4.045 -0.924
H -0.953 -1.529 -1.831
H 3.337 -3.288 -2.791
H 4.724 -2.853 -4.783
H 4.033 -1.134 -6.426
H 1.947 0.143 -6.058
H 0.564 -0.293 -4.061
H 0.561 -3.764 -4.224
H -0.665 -5.900 -4.259
H -1.562 -6.851 -2.159
H -1.207 -5.655 -0.019
H 0.020 -3.529 0.017
O -1.144 -0.902 0.456
C -2.278 -1.105 1.144
C -2.344 -0.633 2.453
C -3.479 -0.830 3.213
C -4.570 -1.500 2.673
C -4.504 -1.966 1.375
C -3.367 -1.788 0.580
C -3.352 -2.311 -0.792
N -2.479 -2.077 -1.755
C -2.897 -2.782 -2.858
C -4.037 -3.457 -2.565
N -4.316 -3.149 -1.257
H -1.481 -0.125 2.870
H -3.507 -0.461 4.230
H -5.467 -1.657 3.257
H -5.375 -2.468 0.972
H -2.338 -2.768 -3.777
H -4.657 -4.115 -3.146
H -5.085 -3.511 -0.725
F 0.932 2.801 -1.165
C 0.772 1.530 -1.656
F -0.183 1.625 -2.649
H 1.712 1.244 -2.136
*
```

Results
highest occupied orbital energy (alpha / beta)	-7.327 / -7.329	eV
strongest force on any atom	0.7	eV/A
total energy	-3750.53515	Eh
ΔE to the lowest compared entry with this formula, charge and spin	0.642	eV
LUMO level (alpha / beta)	-0.0522 / -0.0422	hartree
orbital gap (alpha / beta)	5.905 / 6.180	eV